# C5H11NO

A single C5H11NO molecule at a distorted geometry (the ωB97M-V functional and the def2-TZVPD basis, the OMol25 dataset).

Geometry as ORCA input:
```
! RIJCOSX wB97M-V def2-TZVPD def2/J DEFGRID3
* xyz 0 1
C -0.40 1.84 -2.26
C -0.65 0.70 -1.64
C 0.46 -0.25 -1.20
C 0.66 -0.33 0.32
N 0.85 -1.75 0.66
C -0.59 0.10 1.08
O -0.36 -0.13 2.47
H -1.14 2.55 -2.54
H 0.62 2.14 -2.46
H -1.68 0.39 -1.57
H 1.30 0.14 -1.78
H 0.27 -1.25 -1.60
H 1.48 0.29 0.70
H 1.53 -2.13 0.00
H 1.28 -1.89 1.57
H -0.78 1.16 0.90
H -1.41 -0.52 0.70
H -1.19 0.10 2.90
*
```

Properties
E_HOMO (Ha): -0.345
Structure (SMILES): C=CC[C@H](N)CO

---

# C5H11NO

A single C5H11NO molecule at a distorted geometry (the ωB97M-V functional and the def2-TZVPD basis, the OMol25 dataset).

Geometry as ORCA input:
```
! RIJCOSX wB97M-V def2-TZVPD def2/J DEFGRID3
* xyz 0 1
C 0.04 -1.96 0.37
C -0.78 -0.72 0.79
N -0.18 0.59 0.57
C -0.32 1.57 1.53
O -0.75 2.68 1.34
C -0.09 1.04 -0.81
C 1.02 0.37 -1.65
H -0.11 -2.67 1.17
H -0.33 -2.34 -0.57
H 1.08 -1.69 0.27
H -0.97 -0.79 1.86
H -1.75 -0.70 0.29
H -0.08 1.16 2.53
H 0.27 2.07 -0.79
H -1.03 0.89 -1.34
H 1.04 -0.72 -1.58
H 1.99 0.68 -1.26
H 0.97 0.55 -2.72
*
```

Properties
E_HOMO (Ha): -0.341
Structure (SMILES): CCN(C=O)CC

---

In the order shown, the computed gap between HOMO and LUMO values come out to 10.37; 10.22 eV.
In the order shown, the computed energy relative to the best compared isomer or geometry (same formula, charge and spin) values come out to 43.3; 27.1 kcal/mol.